Computed, not measured: a molecular structure, C9H17CuNOP, with ωB97M-V/def2-TZVPD.

ORCA input file:
```
! RIJCOSX wB97M-V def2-TZVPD def2/J DEFGRID3
* xyz -1 2
C 3.075 -0.894 -0.113
C 3.876 0.195 -0.561
C 3.543 0.492 -1.898
C 2.522 -0.404 -2.290
C 2.235 -1.286 -1.219
Cu 0.610 -1.479 1.082
P 1.050 -1.382 3.136
H 3.294 -1.488 0.776
H 4.558 0.760 0.038
H 3.824 1.364 -2.452
H 1.459 -2.096 -1.197
H 1.956 -0.386 -3.193
H 0.443 -0.199 3.703
H 2.337 -1.614 3.728
H 0.153 -2.529 3.306
C -3.779 0.983 -0.450
N -2.426 1.026 0.142
C -2.214 1.860 1.295
C -1.387 0.303 -0.294
C -1.483 -0.543 -1.506
O -0.288 0.383 0.349
H -4.397 1.651 0.152
H -4.209 -0.040 -0.415
H -3.761 1.349 -1.496
H -1.970 1.257 2.176
H -1.403 2.566 1.105
H -3.150 2.404 1.485
H -0.667 -0.241 -2.168
H -1.352 -1.587 -1.204
H -2.450 -0.422 -2.018
*
```

Calculated values
- LUMO energy (alpha / beta): 2.777 / 2.677 eV
- HOMO energy (alpha / beta): -0.7 / -2.7 eV
- Gap between HOMO and LUMO (alpha / beta): 3.458 / 5.352 eV
- ⟨S²⟩: 0.752
- DFT total energy: -67071.21425 eV

Per-atom Mulliken charges, elementary charge units: -0.4594, -0.7561, -0.6209, -0.6414, -0.5568, 0.0831, -0.0707, 0.4145, 0.4167, 0.3952, 0.4710, 0.4593, 0.0066, 0.0833, 0.0663, -0.9945, 0.3720, -0.8202, 0.0329, -0.7531, -0.4707, 0.2651, 0.3400, 0.3319, 0.2056, 0.2633, 0.2676, 0.0878, 0.1316, 0.4502